Record 1
{
  "formula": "C3H9N3",
  "method": "wB97M-V/def2-TZVPD",
  "species": ["H", "N", "C", "N", "H", "H", "H", "C", "N", "C", "H", "H", "H", "H", "H"],
  "xyz": [[0.89326, -1.62268, 3.44121], [0.74531, -1.54379, 2.40528], [0.96236, -0.30908, 2.13064], [1.80599, 0.52503, 2.79570], [0.52688, 0.07142, 1.19495], [2.09955, 1.36644, 2.31715], [2.52480, 0.07217, 3.34398], [-0.97477, -0.03591, -1.41450], [-1.78767, 0.20611, -2.34320], [-1.18472, 0.85885, -3.52720], [0.02500, 0.37906, -1.34260], [-1.14418, -0.67827, -0.55379], [-0.22458, 0.41386, -3.74171], [-1.00859, 1.89644, -3.19455], [-1.88013, 0.83117, -4.38356]],
  "multiplicity": 1,
  "homo_lumo_gap_ev": 10.1070
}

***

Record 2
{
  "formula": "C4H10",
  "method": "wB97M-V/def2-TZVPD",
  "species": ["C", "C", "C", "C", "H", "H", "H", "H", "H", "H", "H", "H", "H", "H"],
  "xyz": [[0.46702, -0.13783, 1.83728], [-0.46629, 0.00156, 0.64341], [0.25384, 0.46840, -0.64108], [-0.24662, -0.28478, -1.86951], [1.21587, -0.91786, 1.76221], [-0.11031, -0.43150, 2.72117], [0.97509, 0.78281, 2.05031], [-1.15569, 0.78974, 0.96796], [-1.16120, -0.81915, 0.46168], [1.32371, 0.49689, -0.43942], [-0.02883, 1.48111, -0.84156], [0.15001, -1.30258, -1.92220], [0.11415, 0.11776, -2.82337], [-1.33077, -0.24456, -1.90688]],
  "multiplicity": 1,
  "homo_lumo_gap_ev": 12.2151
}

***

Record 3
{
  "formula": "C23H69AsF6O11",
  "method": "wB97M-V/def2-TZVPD",
  "species": ["O", "H", "H", "H", "As", "F", "F", "F", "F", "F", "F", "C", "C", "O", "H", "H", "H", "H", "H", "H", "C", "C", "O", "H", "H", "H", "H", "H", "H", "C", "C", "O", "H", "H", "H", "H", "H", "H", "C", "C", "O", "H", "H", "H", "H", "H", "H", "C", "C", "O", "H", "H", "H", "H", "H", "H", "C", "C", "O", "H", "H", "H", "H", "H", "H", "C", "C", "O", "H", "H", "H", "H", "H", "H", "C", "C", "C", "O", "H", "H", "H", "H", "H", "H", "H", "H", "C", "C", "C", "O", "H", "H", "H", "H", "H", "H", "H", "H", "C", "C", "C", "O", "H", "H", "H", "H", "H", "H", "H", "H"],
  "xyz": [[3.54452, -1.82625, -1.59530], [2.95444, -2.25620, -0.89050], [3.89001, -2.56264, -2.13296], [4.24069, -1.26652, -1.18425], [0.33799, 0.21592, 0.70996], [1.94377, 0.02039, 0.02949], [0.40456, -1.44403, 1.33311], [-1.26684, 0.41420, 1.35666], [0.14725, 1.81306, 0.03497], [-0.33120, -0.48900, -0.77089], [0.95770, 0.81155, 2.22459], [1.71889, -5.30026, -1.14853], [0.80841, -4.21731, -0.61736], [1.68041, -3.12898, -0.24806], [2.35131, -4.87827, -1.93820], [1.22625, -6.19863, -1.51301], [2.45970, -5.57930, -0.39576], [0.32378, -4.56178, 0.29646], [0.08889, -3.88331, -1.36342], [1.30891, -2.61738, 0.48988], [-0.80297, 1.38277, 6.78050], [-0.60428, 0.70896, 5.43190], [0.50314, 1.36365, 4.80701], [-1.32208, 2.32856, 6.62027], [0.15593, 1.58849, 7.24950], [-1.43284, 0.74387, 7.40132], [-1.49257, 0.78559, 4.80120], [-0.37195, -0.35035, 5.58329], [0.45652, 1.20012, 3.85166], [3.91061, -1.02322, 2.62680], [4.26196, -2.31142, 1.90098], [5.02568, -2.04287, 0.71041], [3.22140, -1.27405, 3.43401], [3.48317, -0.27619, 1.95825], [4.80600, -0.55303, 3.04351], [3.35502, -2.81928, 1.57721], [4.82319, -2.96287, 2.57617], [5.78412, -1.51688, 0.99223], [-2.41337, 5.64783, 1.50832], [-2.06815, 4.41934, 0.68066], [-0.74144, 4.40583, 0.17770], [-1.88333, 5.66841, 2.46204], [-3.47547, 5.58273, 1.75210], [-2.21152, 6.57088, 0.96594], [-2.79216, 4.39167, -0.14370], [-2.29662, 3.53951, 1.29251], [-0.54471, 3.45832, 0.08825], [-3.39029, -2.12037, -0.33779], [-3.06332, -3.40704, 0.37593], [-3.82866, -4.53077, -0.05499], [-2.83130, -1.29220, 0.11119], [-4.43152, -1.79966, -0.25176], [-3.13295, -2.08305, -1.39975], [-3.20901, -3.29005, 1.44627], [-2.00716, -3.63984, 0.18940], [-3.54605, -4.73704, -0.95097], [-3.19527, -1.53942, 3.46953], [-1.97500, -2.36158, 3.89024], [-2.20997, -2.80620, 5.24061], [-3.14067, -1.29818, 2.41040], [-3.21289, -0.69545, 4.15747], [-4.12742, -2.09389, 3.58549], [-1.02379, -1.83080, 3.85000], [-1.95648, -3.28626, 3.30263], [-1.52607, -3.44441, 5.46127], [0.99136, 2.25923, -3.42020], [2.42292, 1.71140, -3.34710], [2.54711, 0.55474, -4.16122], [0.91851, 3.30117, -3.09803], [0.32779, 1.71025, -2.74808], [0.56174, 2.15729, -4.41648], [2.69858, 1.44858, -2.32038], [3.11614, 2.49089, -3.66402], [1.98804, -0.13998, -3.74917], [4.43531, 3.40576, 1.41080], [3.78649, 2.93194, 0.12423], [2.59890, 3.81804, -0.25666], [4.72092, 2.89971, -0.94626], [5.19990, 2.69090, 1.73059], [3.76944, 3.53261, 2.26427], [4.96077, 4.34941, 1.23863], [3.44585, 1.90663, 0.26804], [2.84938, 4.88044, -0.19583], [1.79223, 3.66276, 0.46044], [2.20088, 3.60749, -1.24664], [4.98426, 3.78387, -1.21520], [-5.11860, 0.90138, -3.21530], [-4.56257, 1.82803, -2.14309], [-3.05769, 1.62323, -1.97585], [-4.80229, 3.17681, -2.51975], [-4.91862, 1.31490, -4.20652], [-6.20341, 0.78654, -3.17330], [-4.66365, -0.08845, -3.14796], [-5.03060, 1.54644, -1.19324], [-2.80670, 0.63652, -1.57096], [-2.65694, 2.29915, -1.22102], [-2.54268, 1.68743, -2.93426], [-5.22420, 3.64103, -1.79290], [-1.19301, -1.18204, -4.22685], [-0.02526, -2.08420, -3.83488], [0.75814, -2.50534, -5.07958], [0.88599, -1.30463, -3.05417], [-0.77589, -0.42562, -4.89385], [-1.73831, -0.69850, -3.42105], [-1.93691, -1.76560, -4.78161], [-0.37768, -2.95759, -3.27256], [0.11277, -2.99666, -5.80760], [1.62297, -3.12923, -4.85995], [1.11461, -1.57494, -5.52760], [0.50909, -1.15721, -2.15993]],
  "multiplicity": 1,
  "homo_lumo_gap_ev": 8.7644
}

***

Record 4
{
  "formula": "C3H3FO2",
  "method": "wB97M-V/def2-TZVPD",
  "species": ["O", "C", "C", "F", "H", "C", "O", "H", "H"],
  "xyz": [[-3.29738, -0.75172, 0.26846], [-2.40849, 0.19258, 0.29467], [-1.46384, 0.88046, 0.00298], [-0.70653, 1.93986, 0.10893], [-3.01945, -1.51736, 0.79170], [1.45686, 0.46861, 0.27761], [1.08038, -0.47391, 0.90969], [1.99873, 1.31180, 0.72600], [1.30897, 0.54715, -0.81479]],
  "multiplicity": 1,
  "homo_lumo_gap_ev": 10.1443
}

***

Record 5
{
  "formula": "C7H8O2",
  "method": "wB97M-V/def2-TZVPD",
  "species": ["C", "C", "C", "C", "C", "O", "O", "C", "C", "H", "H", "H", "H", "H", "H", "H", "H"],
  "xyz": [[1.34616, 1.75445, 2.12463], [0.75640, 0.88903, 1.06416], [0.99878, 0.79932, -0.21947], [-0.07990, -0.01839, -0.71738], [-0.82689, -0.35378, 0.31546], [-0.48317, 0.26356, 1.41218], [-1.85706, -1.25082, 0.20991], [-1.56410, -1.76948, -1.20136], [-0.42119, -0.94893, -1.83373], [0.47360, 2.31911, 2.70692], [1.93319, 1.07714, 2.80463], [2.08310, 2.55750, 1.81375], [1.93532, 1.22345, -0.65231], [-1.27311, -2.82831, -1.07104], [-2.52609, -1.68933, -1.81528], [0.43411, -1.57700, -2.26892], [-0.92915, -0.44752, -2.67214]],
  "multiplicity": 1,
  "homo_lumo_gap_ev": 8.6974
}

***

Record 6
{
  "formula": "CH3N2OS",
  "method": "wB97M-V/def2-TZVPD",
  "species": ["C", "N", "N", "O", "S", "H", "H", "H"],
  "xyz": [[-0.13133, 1.31409, -0.13248], [-0.33037, 0.46471, 0.85346], [0.06585, -0.68504, 1.02388], [0.23817, -1.47418, -1.09194], [-0.31503, -1.94386, 1.82266], [1.02089, -1.24037, -1.50368], [-0.23557, 1.22219, -1.19810], [-0.31261, 2.34246, 0.22618]],
  "multiplicity": 3,
  "homo_lumo_gap_ev": [6.1773, 5.6510],
  "s_squared": 2.05,
  "charge": -1
}

***

How do the records compare in ΔE to the lowest compared entry with this formula, charge and spin? In the order shown, they have 49.3 11.0 14.0 96.8 49.5 16.8 kcal per mole.